Molecular formula: C10H10N2
Method: DFT, ωB97M-V/def2-TZVPD

Last column: natural (NBO) charge in e.
CARTESIAN COORDINATES (ANGSTROEM)
N  -2.55658  -1.43095  0.43634  -0.4452
N  0.61755  -0.52243  0.47604  -0.4414
C  2.75562  -0.95512  -0.48131  -0.2369
C  -1.82835  1.18642  -0.69788  -0.2268
C  3.25935  0.31857  -0.14381  -0.1905
C  2.42115  1.11069  0.57426  -0.2578
C  -0.90725  0.17247  -0.57091  -0.2439
C  -3.37997  -0.39172  0.39928  0.0065
C  -3.09464  0.88350  -0.14312  -0.2728
C  -1.33503  -1.09938  0.03480  0.1135
C  1.51252  -1.36692  -0.08725  -0.0087
C  1.09439  0.66534  0.87632  0.0643
H  -0.52450  -1.84514  0.18240  0.1912
H  -4.53048  -0.50712  0.65934  0.1863
H  2.70572  2.01242  1.17838  0.2283
H  1.16976  -2.39758  -0.26065  0.2042
H  0.08555  0.29819  -1.01304  0.2288
H  -1.64395  2.10970  -1.16165  0.2142
H  4.32825  0.51406  -0.47319  0.2365
H  3.36304  -1.76972  -0.98509  0.2251
H  -3.93403  1.67493  -0.21499  0.2143
H  0.42187  1.33979  1.41574  0.2107

F_max in eV/A: 8.63
E_HOMO in eV: -7.70
Orbital gap in eV: 7.996
Relative energy (zero: lowest compared OMol25 entry of this formula, charge and spin) in kcal per mole: 128.22

=====

Molecular formula: C10H10N2O2
Method: DFT, ωB97M-V/def2-TZVPD

Last column: natural (NBO) charge in e.
CARTESIAN COORDINATES (ANGSTROEM)
O  1.77656  -0.94603  -0.51199  -0.4833
O  1.46870  2.42556  0.14597  -0.1733
N  2.23566  1.27639  -0.21330  -0.1629
N  0.11636  2.14586  0.33046  -0.0403
C  -3.87680  -0.97638  -0.00730  -0.2077
C  -1.53103  -1.16145  0.20677  -0.2000
C  -3.75086  0.34602  -0.05771  -0.2185
C  1.38939  0.27425  -0.15410  0.4273
C  3.61204  -1.57874  0.76310  -0.6381
C  0.05038  0.79882  0.11349  0.0656
C  -1.29995  0.17758  -0.02085  -0.0989
C  3.18059  -1.23887  -0.61333  -0.1084
C  -2.75593  -1.77842  0.10882  -0.1983
C  -2.49168  0.96218  -0.14645  -0.1624
H  2.94323  -0.93520  1.66246  0.2338
H  -2.45793  2.10857  -0.28604  0.2379
H  3.18889  -2.75658  0.91430  0.2107
H  -2.97302  -2.85349  0.19145  0.2206
H  3.43351  -2.06930  -1.24153  0.2032
H  -4.88441  -1.34259  -0.12879  0.2132
H  -4.72409  0.93270  -0.13272  0.2183
H  4.82750  -1.51937  0.85232  0.2358
H  3.75552  -0.39244  -1.06406  0.2024
H  -0.69244  -1.91422  0.18599  0.2234

F_max in eV/A: 4.62
E_HOMO in eV: -9.18
Orbital gap in eV: 9.303
Relative energy (zero: lowest compared OMol25 entry of this formula, charge and spin) in kcal per mole: 139.45

=====

Molecular formula: C10H10N3
Method: DFT, ωB97M-V/def2-TZVPD

Last column: natural (NBO) charge in e.
CARTESIAN COORDINATES (ANGSTROEM)
N  0.76972  -2.12578  0.05897  -0.7127
N  0.15495  1.86116  0.14410  -0.5600
N  1.50769  0.05544  0.13316  -0.5876
C  -3.36899  0.87820  0.03323  -0.1135
C  -3.24140  -0.51371  -0.00370  -0.2014
C  -2.25061  1.67774  0.08017  -0.2529
C  4.77800  0.04133  -0.17545  -0.2898
C  1.40703  1.41696  0.16282  0.2404
C  0.49950  -0.83131  0.08588  0.5504
C  -2.00319  -1.10679  0.00914  -0.1302
C  4.29178  1.13169  -0.09367  -0.2089
C  -0.84046  -0.31398  0.06291  -0.2146
C  -0.98268  1.09232  0.09622  0.2905
H  0.03407  2.86810  0.16290  0.4307
H  0.03311  -2.81194  0.02510  0.4281
H  -4.35108  1.32514  0.02477  0.2450
H  2.48587  -0.25615  0.13471  0.4562
H  1.71966  -2.46359  0.07680  0.4268
H  3.86578  2.08737  -0.01113  0.2610
H  -4.13094  -1.12237  -0.04087  0.2441
H  -2.33724  2.75295  0.10526  0.2378
H  5.24312  -0.89807  -0.25561  0.2444
H  -1.93283  -2.18269  -0.02206  0.2164

Charge: +1
F_max in eV/A: 0.91
E_HOMO in eV: -12.95
Orbital gap in eV: 8.631
Relative energy (zero: lowest compared OMol25 entry of this formula, charge and spin) in kcal per mole: 0.00

=====

Molecular formula: C10H10N3O
Method: DFT, ωB97M-V/def2-TZVPD

Last column: natural (NBO) charge in e.
CARTESIAN COORDINATES (ANGSTROEM)
O  -3.75431  -1.51227  0.00798  -0.4361
N  0.64273  0.36992  0.34856  -0.0901
N  -0.73145  0.34688  0.21436  -0.1173
N  -1.12889  1.55051  -0.32078  -0.2665
C  -1.50015  -0.79407  0.29753  0.0653
C  0.57009  -1.98659  0.07123  -0.1723
C  -2.35772  1.84820  -0.35719  0.1194
C  -2.94851  -0.62178  0.15759  0.5513
C  2.68748  -0.75484  -0.51935  -0.7027
C  -3.39286  0.87954  0.19478  -0.5938
C  -0.86469  -1.96872  0.39873  -0.2218
C  1.32119  -0.86430  0.02710  0.1231
C  1.05895  1.21581  1.56184  0.0232
C  1.19987  1.72462  0.34859  0.0600
H  -2.56149  2.78905  -0.93348  0.2407
H  -3.59497  1.27665  1.23383  0.2766
H  3.56825  -0.44264  0.05412  0.2560
H  -4.32205  1.07461  -0.28409  0.2729
H  3.05166  -1.79429  -0.86701  0.2708
H  1.10963  1.03828  2.55158  0.2644
H  0.99504  -3.03501  0.11782  0.2673
H  -1.38961  -2.85513  0.14060  0.2599
H  2.73221  -0.33222  -1.50506  0.2518
H  1.63404  2.43105  -0.38421  0.2981

Charge: +1
F_max in eV/A: 6.59
E_HOMO in eV: -12.13
Orbital gap in eV: 7.738
Relative energy (zero: lowest compared OMol25 entry of this formula, charge and spin) in kcal per mole: 137.92

=====

Molecular formula: C10H10N3OS
Method: DFT, ωB97M-V/def2-TZVPD

Last column: natural (NBO) charge in e.
CARTESIAN COORDINATES (ANGSTROEM)
S  -0.54794  2.23806  -1.02498  0.4083
O  -3.01209  1.21457  -1.29775  -0.3285
N  -3.33163  -1.63234  0.61210  -0.5900
N  0.99190  1.69322  1.47936  -0.4105
N  -2.99783  -0.52219  -0.07102  -0.0934
C  2.46060  0.05632  0.42679  -0.2337
C  1.12766  0.39261  -1.94613  -0.1763
C  -1.78725  1.14616  -0.73764  0.1067
C  0.88198  1.15721  -0.80782  -0.1829
C  1.49807  1.02705  0.39429  0.0791
C  2.78491  -0.75804  -0.66255  -0.1550
C  1.76888  2.33306  2.26241  0.0145
C  2.09091  -0.59423  -1.86888  -0.2124
C  -3.72582  0.24170  -0.82010  0.3341
C  -1.74058  -0.00984  0.04225  -0.1475
H  -4.29716  -1.78185  0.81746  0.4046
H  0.52318  0.45385  -2.77679  0.2269
H  -4.70028  -0.00068  -0.99860  0.2230
H  2.72983  2.58871  2.01980  0.1640
H  -0.84488  -0.45105  0.69185  0.2947
H  -2.70201  -1.77339  1.34459  0.3947
H  3.05305  -0.23022  1.28210  0.2299
H  2.53450  -1.08010  -2.68341  0.2312
H  1.28448  2.96047  2.98806  0.1880
H  3.66279  -1.33428  -0.49200  0.2306

Charge: +1
F_max in eV/A: 3.41
E_HOMO in eV: -12.22
Orbital gap in eV: 9.068
Relative energy (zero: lowest compared OMol25 entry of this formula, charge and spin) in kcal per mole: 27.18

=====

Molecular formula: C10H10N4O
Method: DFT, ωB97M-V/def2-TZVPD

Last column: natural (NBO) charge in e.
CARTESIAN COORDINATES (ANGSTROEM)
O  -0.67035  -1.77046  -1.18752  -0.3531
N  0.69941  -1.88293  -0.95047  -0.1622
N  -2.90391  1.25279  0.74310  -0.4891
N  1.29601  -0.97090  1.86101  -0.3464
N  1.16806  -0.53989  -0.96786  -0.2690
C  -2.72259  -1.00915  -0.11059  -0.2427
C  2.42013  -0.23674  -1.38790  -0.0035
C  -0.71077  0.38865  0.18447  -0.2620
C  -1.63123  1.39210  0.52750  0.1324
C  2.62376  1.07523  -1.26373  -0.2803
C  -3.44416  0.02716  0.35797  -0.0175
C  -1.24661  -1.09386  -0.01400  0.0335
C  1.36129  1.72675  -0.74517  -0.5025
C  1.52544  -0.61663  2.89812  0.1176
C  0.51275  0.56260  -0.40967  0.3380
H  3.56441  1.68252  -1.48877  0.2292
H  -1.08781  -1.57895  0.95085  0.1888
H  -3.09794  -1.82616  -0.51676  0.1967
H  -1.19879  2.49290  0.66591  0.1714
H  1.79196  -0.30583  3.86024  0.2302
H  0.70529  2.31863  -1.48378  0.2566
H  1.32292  2.35760  0.14621  0.2481
H  3.16674  -0.85865  -1.79278  0.2349
H  -4.42724  -0.15576  0.27024  0.1880
H  0.98324  -2.43103  -0.14660  0.3631

F_max in eV/A: 4.62
E_HOMO (spin up / spin down) in eV: -7.16 / -7.16
Orbital gap (spin up / spin down) in eV: 7.426 / 7.426
Relative energy (zero: lowest compared OMol25 entry of this formula, charge and spin) in kcal per mole: 170.44

=====

Molecular formula: C10H10N6O4
Method: DFT, ωB97M-V/def2-TZVPD

Last column: natural (NBO) charge in e.
CARTESIAN COORDINATES (ANGSTROEM)
O  0.26127  -1.12004  0.55243  -0.4311
O  -1.89867  2.52603  -1.58732  -0.3746
O  -2.23615  0.77587  4.18201  -0.1132
O  -1.05301  3.49982  -3.30533  -0.3735
N  -2.91620  0.29351  3.12049  -0.1618
N  1.28387  -1.12057  3.95095  -0.7842
N  -2.41515  -1.15285  1.34005  -0.8007
N  -1.08144  2.61472  -2.47825  0.5158
N  -0.96951  0.37774  4.16791  -0.0648
N  1.05410  -1.25545  1.70683  -0.2117
C  -0.01185  0.61999  -1.56849  -0.2156
C  0.53303  -0.92521  2.82942  0.3573
C  -0.07313  1.58575  -2.56407  0.0911
C  -2.06759  -0.42304  2.41746  0.3017
C  1.75369  0.57113  -3.71156  -0.2036
C  0.94227  -0.38066  -1.64474  -0.0409
C  1.01891  -1.45616  -0.59298  -0.0827
C  -0.79275  -0.36134  3.10021  -0.0112
C  0.80396  1.57427  -3.63972  -0.2087
C  1.82174  -0.39773  -2.72434  -0.1719
H  -0.70139  0.66616  -0.73989  0.2554
H  2.26431  -1.29575  3.80651  0.3999
H  -1.66080  -1.40811  0.71989  0.4182
H  -3.30164  -0.91788  0.92495  0.4020
H  2.05674  -1.62242  -0.28719  0.2198
H  0.72784  2.34070  -4.39515  0.2495
H  1.01749  -0.57805  4.75634  0.4092
H  2.44473  0.54469  -4.53962  0.2237
H  0.62925  -2.39754  -1.00947  0.1908
H  2.56608  -1.17759  -2.78731  0.2156

F_max in eV/A: 1.35
E_HOMO in eV: -9.04
Orbital gap in eV: 8.436
Relative energy (zero: lowest compared OMol25 entry of this formula, charge and spin) in kcal per mole: 0.00

=====

Molecular formula: C10H10N8
Method: DFT, ωB97M-V/def2-TZVPD

Last column: natural (NBO) charge in e.
CARTESIAN COORDINATES (ANGSTROEM)
N  1.99403  1.85674  -0.08100  -0.4389
N  4.81801  -0.52236  -0.01300  -0.7991
N  -4.20459  -2.39224  0.05215  -0.8207
N  -4.78670  0.53414  0.34982  -0.8059
N  -2.00607  -1.88479  -0.18140  -0.4334
N  4.19646  2.40405  0.01845  -0.7948
N  2.57454  -0.94375  -0.09152  -0.4223
N  -2.61294  0.95962  0.02662  -0.4229
C  -1.34423  0.47833  -0.09104  0.0785
C  -0.27020  1.39073  -0.06470  -0.2034
C  1.30850  -0.46409  -0.12750  0.0793
C  -3.23266  -1.41167  -0.00524  0.3130
C  0.26420  -1.38273  -0.21307  -0.2082
C  3.25014  1.40121  -0.05969  0.3154
C  -1.04876  -0.93282  -0.20418  0.1589
C  3.54859  -0.01282  -0.05250  0.3150
C  1.04906  0.93635  -0.06627  0.1564
C  -3.54515  -0.00037  0.08805  0.3238
H  5.53423  0.08152  -0.37486  0.3803
H  4.99586  2.16401  0.54673  0.3726
H  4.84658  -1.51303  -0.33844  0.4104
H  3.78384  3.27321  0.27698  0.4004
H  -3.82839  -3.36869  -0.02975  0.4105
H  -4.77933  1.54137  0.52528  0.4101
H  -5.42038  -0.02287  0.91009  0.3879
H  0.46014  -2.41940  -0.29356  0.2253
H  -5.07246  -2.19934  -0.48307  0.3878
H  -0.47229  2.44967  -0.02336  0.2242

F_max in eV/A: 3.46
E_HOMO in eV: -7.34
Orbital gap in eV: 7.057
Relative energy (zero: lowest compared OMol25 entry of this formula, charge and spin) in kcal per mole: 0.00

=====

Molecular formula: C10H10NO
Method: DFT, ωB97M-V/def2-TZVPD

Last column: natural (NBO) charge in e.
CARTESIAN COORDINATES (ANGSTROEM)
O  -3.24810  -0.92009  -0.19465  -0.5014
N  -2.06792  -0.62758  0.18318  -0.0429
C  2.32190  0.58039  1.28389  -0.2214
C  0.08109  -1.11312  -1.15764  -0.2359
C  0.57542  -2.50234  -1.29903  -0.6508
C  0.49505  -0.23881  -0.13052  -0.0089
C  -1.62429  0.72843  -0.07673  0.0552
C  1.80881  -0.41545  0.46675  -0.2454
C  -0.24775  0.88846  0.29315  -0.1154
C  0.24676  1.85102  1.09079  -0.1910
C  1.53003  1.77272  1.59455  -0.2836
C  -2.53389  1.65208  -0.56831  -0.5713
H  2.27735  -1.26868  0.08628  0.1925
H  2.09055  2.52912  2.19898  0.1920
H  -0.47243  2.53501  1.48784  0.2039
H  -0.03850  -3.34007  -1.02037  0.2131
H  0.66823  -2.77420  -2.40988  0.1940
H  3.21940  0.48005  1.77296  0.1833
H  -2.25235  2.67062  -0.57053  0.1880
H  -0.89435  -0.80019  -1.60345  0.2266
H  -3.45554  1.13850  -0.67591  0.2230
H  1.52054  -2.82587  -0.75137  0.1963

Charge: -1
F_max in eV/A: 3.57
E_HOMO (spin up / spin down) in eV: -2.06 / -2.62
Orbital gap (spin up / spin down) in eV: 5.605 / 6.413
Relative energy (zero: lowest compared OMol25 entry of this formula, charge and spin) in kcal per mole: 0.00

=====

Number 1: DFT total energy -13507.5350 eV. Number 2: DFT total energy -17602.4948 eV. Number 3: DFT total energy -14993.8585 eV. Number 4: DFT total energy -17036.1347 eV. Number 5: DFT total energy -27874.9614 eV. Number 6: DFT total energy -18533.3253 eV. Number 7: DFT total energy -27656.5489 eV. Number 8: DFT total energy -22454.2603 eV. Number 9: DFT total energy -14065.7306 eV.